# 1
44
Properties=species:S:1:pos:R:3 method="wB97M-V/def2-TZVPD" e_tot_ha=-884.074451 total_charge=0 orbital_gap_ha=0.344 fmax_ev_per_a=0.590 smiles="CCCN1CCC(=O)N([C@H](CO)c2ccccc2)CC1"
C -4.27 -1.13 1.83
C -4.57 -0.60 0.43
H -4.55 0.49 0.44
H -5.59 -0.90 0.15
C -3.62 -1.12 -0.67
N -2.32 -0.50 -0.80
C -1.36 -0.80 0.23
H -1.52 -1.83 0.55
C 0.07 -0.68 -0.31
N 0.61 0.67 -0.19
C 0.06 1.69 -0.87
O 0.40 2.86 -0.75
C -1.06 1.34 -1.84
H -0.75 0.56 -2.54
H -1.25 2.26 -2.40
C -2.35 0.91 -1.14
H -3.19 1.07 -1.82
H -2.50 1.56 -0.26
C 1.71 0.76 0.77
C 2.87 -0.09 0.28
C 3.54 -0.95 1.15
C 4.61 -1.69 0.70
C 5.03 -1.60 -0.62
C 4.36 -0.75 -1.49
C 3.29 0.00 -1.04
H 2.77 0.67 -1.71
H 4.68 -0.66 -2.51
H 5.87 -2.18 -0.97
H 5.13 -2.35 1.38
H 3.22 -1.02 2.18
C 2.28 2.16 1.07
O 1.37 3.00 1.71
H 0.77 3.32 1.02
H 2.65 2.61 0.14
H 3.12 2.02 1.75
H 1.34 0.36 1.73
H 0.73 -1.35 0.25
H 0.08 -1.01 -1.35
H -1.45 -0.14 1.11
H -3.46 -2.19 -0.52
H -4.12 -0.99 -1.63
H -3.33 -0.75 2.21
H -4.23 -2.22 1.82
H -5.06 -0.83 2.52

---

# 2
47
Properties=species:S:1:pos:R:3 method="wB97M-V/def2-TZVPD" e_tot_ha=-1432.077286 total_charge=0 orbital_gap_ha=0.314 fmax_ev_per_a=19.282
C -4.12 -0.41 -2.50
C -3.62 -1.52 -1.63
H -4.27 -2.28 -1.73
H -2.68 -1.85 -1.76
S -3.95 -1.15 -0.04
O -3.86 -2.23 0.98
O -5.28 -0.35 0.39
N -2.76 0.07 0.37
C -2.83 1.44 -0.06
C -1.97 2.26 1.01
H -2.59 2.50 1.99
H -2.09 3.42 0.53
C -0.56 1.61 1.13
C 0.33 2.05 0.05
O -0.09 1.90 -1.26
N 1.54 2.11 0.45
H 1.94 1.95 1.34
C 2.63 2.11 -0.59
C 3.73 1.13 -0.54
C 3.11 -0.21 -0.15
C 3.96 -1.33 -0.16
C 5.26 -1.01 0.08
C 5.86 0.29 -0.23
C 4.94 1.29 -0.31
H 5.39 2.40 -0.88
H 7.01 0.36 -0.31
H 6.09 -2.10 0.08
O 3.45 -2.37 0.11
C 4.14 -3.70 0.45
H 3.57 -4.54 0.55
H 4.85 -3.45 1.19
H 4.84 -3.88 -0.65
H 2.11 -0.41 -0.25
H 2.14 1.96 -1.66
H 3.16 3.05 -0.62
C -0.58 0.50 1.67
C -1.38 -0.49 0.42
H -1.52 -1.52 1.17
H -0.91 -0.41 -0.36
H 0.27 0.03 1.81
H -1.04 0.13 2.75
H -0.27 2.43 2.30
H -3.92 1.67 0.02
H -2.37 1.37 -0.93
H -4.42 -0.74 -3.66
H -4.95 -0.03 -2.25
H -3.33 0.26 -2.58

---

# 3
48
Properties=species:S:1:pos:R:3 method="wB97M-V/def2-TZVPD" e_tot_ha=-1467.002261 total_charge=0 orbital_gap_ha=0.302 fmax_ev_per_a=0.930
C 5.86 3.47 2.71
C 5.86 1.99 2.36
H 6.07 1.39 3.25
H 6.59 1.77 1.58
O 4.61 1.58 1.81
C 3.63 1.28 2.69
O 3.81 1.32 3.89
C 2.39 0.88 2.05
C 1.33 0.28 2.73
N 0.37 0.02 1.83
C 0.75 0.42 0.57
C 2.01 0.98 0.68
C 2.80 1.63 -0.41
H 3.42 0.90 -0.93
H 3.47 2.37 0.02
H 2.15 2.12 -1.12
C -0.17 0.22 -0.52
N -1.38 -0.07 -0.19
N -2.32 -0.33 -1.14
C -2.12 -0.87 -2.38
N -3.00 -1.26 -3.19
C -4.42 -1.16 -2.96
C -5.10 -1.37 -4.31
H -4.71 -0.65 -5.03
H -4.89 -2.37 -4.68
H -6.18 -1.23 -4.23
C -4.92 -2.20 -1.95
O -4.76 -1.70 -0.64
C -5.14 -2.62 0.36
H -6.19 -2.91 0.25
H -4.52 -3.53 0.31
H -4.99 -2.13 1.31
H -4.34 -3.13 -2.07
H -5.98 -2.42 -2.13
H -4.69 -0.16 -2.57
S -0.44 -1.11 -2.88
C 0.28 0.29 -1.94
H 1.36 0.19 -2.04
H -0.06 1.22 -2.42
H -3.23 -0.51 -0.73
H -0.54 -0.39 2.01
C 1.17 -0.07 4.16
H 0.33 0.47 4.60
H 0.98 -1.14 4.28
H 2.08 0.19 4.70
H 5.62 4.07 1.84
H 6.84 3.76 3.08
H 5.13 3.66 3.49

---

# 4
45
Properties=species:S:1:pos:R:3 method="wB97M-V/def2-TZVPD" e_tot_ha=-897.658149 total_charge=+1 orbital_gap_ha=0.314 fmax_ev_per_a=0.874 smiles=CN1CCN(CCN2CC[n+]3c2[nH]c2ccccc23)CC1
C 2.37 4.12 3.24
N 2.27 2.94 2.41
C 2.48 3.24 1.00
H 1.69 3.92 0.61
H 3.44 3.74 0.89
C 2.50 1.94 0.20
N 1.29 1.14 0.37
C 1.05 0.94 1.79
H 0.11 0.38 1.93
H 1.87 0.33 2.17
C 1.00 2.25 2.58
H 0.15 2.86 2.25
H 0.87 2.03 3.64
C 0.15 1.63 -0.38
C 0.14 1.02 -1.80
N 0.06 -0.42 -1.77
C -1.01 -1.16 -1.54
N -2.34 -0.98 -1.59
C -2.94 -2.22 -1.33
C -4.26 -2.59 -1.27
C -4.53 -3.93 -0.99
C -3.51 -4.85 -0.79
C -2.17 -4.48 -0.86
C -1.90 -3.15 -1.13
N -0.72 -2.44 -1.26
C 0.70 -2.67 -1.23
H 1.01 -3.06 -0.26
H 0.99 -3.38 -2.01
C 1.25 -1.24 -1.49
H 1.91 -1.21 -2.36
H 1.77 -0.82 -0.63
H -1.38 -5.20 -0.70
H -3.76 -5.87 -0.58
H -5.55 -4.26 -0.94
H -5.06 -1.88 -1.42
H -2.83 -0.13 -1.79
H -0.70 1.41 -2.37
H 1.06 1.28 -2.32
H -0.77 1.33 0.13
H 0.13 2.72 -0.49
H 2.64 2.15 -0.86
H 3.33 1.33 0.55
H 1.61 4.87 3.00
H 2.26 3.82 4.28
H 3.35 4.56 3.11

---

# 5
49
Properties=species:S:1:pos:R:3 method="wB97M-V/def2-TZVPD" e_tot_ha=-1824.255651 total_charge=0 orbital_gap_ha=0.341 fmax_ev_per_a=0.972 smiles="CC(C)N(C(=O)CSc1nnc(CSc2ncccn2)n1C)C(C)C"
C 2.37 2.51 -1.60
H 2.19 3.31 -0.88
H 2.21 2.91 -2.60
H 3.41 2.20 -1.51
C 1.43 1.33 -1.36
N 1.71 0.72 -0.05
C 2.45 -0.38 0.13
O 2.55 -0.95 1.21
C 3.23 -0.97 -1.05
H 4.26 -1.14 -0.71
H 3.25 -0.38 -1.96
S 2.58 -2.64 -1.41
C 0.90 -2.31 -1.05
N 0.11 -1.51 -1.71
N -1.07 -1.50 -1.07
C -0.98 -2.28 -0.03
N 0.26 -2.83 0.04
C 0.87 -3.66 1.04
H 1.24 -4.58 0.59
H 0.15 -3.89 1.82
H 1.71 -3.12 1.47
C -2.08 -2.53 0.94
H -2.10 -1.76 1.71
H -1.99 -3.52 1.39
S -3.70 -2.50 0.11
C -3.89 -0.79 -0.15
N -4.89 -0.45 -0.95
C -5.05 0.84 -1.18
C -4.23 1.80 -0.60
C -3.25 1.33 0.25
N -3.07 0.04 0.48
H -2.57 1.99 0.78
H -4.36 2.85 -0.79
H -5.87 1.10 -1.84
C 1.20 1.41 1.14
C 0.13 0.58 1.85
H -0.66 0.29 1.16
H 0.58 -0.32 2.27
H -0.31 1.16 2.66
C 2.33 1.79 2.09
H 2.79 0.90 2.52
H 1.94 2.40 2.90
H 3.09 2.36 1.56
H 0.74 2.33 0.79
H 1.60 0.57 -2.11
C -0.03 1.74 -1.52
H -0.20 1.99 -2.57
H -0.69 0.92 -1.26
H -0.29 2.62 -0.93